284
Properties=species:S:1:pos:R:3:forces:R:3:mulliken_charge:R:1 method="wB97M-V/def2-TZVPD" de_lowest_kcal_mol=0.00 charge=+3 lumo_ev=-4.44 energy_ha=-7031.94609
C 4.1243 -5.8561 3.0835 0.311 1.380 -1.885 -1.145
C 3.2057 -6.9949 2.6268 -0.014 0.879 1.046 -0.367
C 2.2475 -6.4621 1.5869 0.177 0.840 -0.078 -0.511
N 1.5676 -7.5363 0.7836 -1.100 0.858 -1.021 0.734
C 0.4731 -6.8675 -0.0150 -1.956 -0.495 -0.335 -1.732
C -0.7490 -6.3153 0.8051 1.185 -0.674 -0.869 0.876
C -1.3230 -7.3923 1.7092 1.802 -0.875 0.642 -1.052
C -0.1628 -8.0050 2.6080 -0.369 1.084 -0.984 -0.292
C 0.8978 -8.5535 1.6997 1.212 -0.809 0.433 -0.970
C 2.5204 -8.0944 -0.2591 0.031 -0.497 0.799 -1.006
H 3.5855 -4.9273 3.2983 -0.335 -0.455 0.361 -0.033
H 4.7465 -5.4754 2.2315 -0.106 -0.722 0.495 0.330
H 4.7762 -6.0598 3.9059 0.265 -0.480 0.480 0.411
H 2.6327 -7.2649 3.5139 -0.119 -0.344 -0.009 0.362
H 3.7714 -7.8686 2.3214 0.139 -0.087 -0.265 0.445
H 2.7322 -5.7921 0.8714 0.335 -0.406 -0.218 0.481
H 1.5301 -5.7439 2.0198 -0.059 -1.005 0.065 -0.313
H 0.8896 -6.0739 -0.6030 0.563 0.556 -0.099 0.877
H 0.1027 -7.5978 -0.7806 0.293 0.261 0.890 0.403
H -0.3753 -5.4661 1.3792 -0.551 0.152 -0.069 -0.367
H -1.4473 -6.0370 -0.0040 0.124 0.330 0.605 0.153
H -1.9966 -7.0292 2.4354 -1.187 0.741 0.355 0.535
H -1.8059 -8.1725 1.1046 0.110 0.033 0.263 0.343
H 0.2790 -7.2560 3.2814 -0.508 -0.028 -0.173 0.050
H -0.5148 -8.8359 3.2171 -0.102 -0.017 -0.038 0.494
H 1.7229 -8.9844 2.2756 -0.149 -0.099 -0.146 0.560
H 0.4114 -9.3517 1.1559 0.360 -0.078 -0.896 0.538
H 2.9158 -9.0285 0.0820 0.129 -0.633 0.315 0.428
H 3.3734 -7.4608 -0.4451 -0.015 0.594 0.302 0.343
H 2.0309 -8.2570 -1.2028 -0.492 -0.067 -0.112 0.374
C -6.9678 -2.3294 0.5112 -0.167 0.513 0.101 -1.124
C -7.2180 -2.2756 -1.0066 -0.269 0.367 -0.405 -0.459
C -6.4956 -1.0563 -1.5867 -0.049 -0.779 1.357 -0.739
N -6.5876 -0.6823 -3.0346 0.658 -1.073 0.253 1.150
C -7.9439 -0.1758 -3.3587 -1.035 -0.651 1.190 -0.820
C -8.0217 0.5340 -4.6711 0.473 -0.646 -1.016 -0.872
C -6.9798 1.6277 -4.6837 -0.351 1.440 -0.763 -0.494
C -5.5629 1.0938 -4.5419 -0.157 -0.582 0.245 -0.153
C -5.5115 0.3595 -3.1973 0.972 0.268 -0.742 0.053
C -6.2182 -1.8830 -3.8683 -0.192 0.007 0.717 -0.750
H -7.0675 -1.3067 0.9447 -0.031 -0.705 -0.014 0.276
H -5.9585 -2.7040 0.7090 -0.035 0.176 -0.094 0.140
H -7.6579 -3.0209 1.0215 0.145 0.401 -0.291 0.474
H -8.2993 -2.1926 -1.2453 0.558 -0.455 0.176 0.352
H -6.7329 -3.1476 -1.4032 -0.348 -0.712 -0.482 0.383
H -5.4512 -1.1785 -1.3641 0.668 -0.143 -0.143 -0.123
H -6.8295 -0.2633 -0.9398 -0.180 1.072 -0.393 0.611
H -8.2319 0.4320 -2.4947 0.262 0.697 -0.354 0.447
H -8.6734 -0.9874 -3.2187 0.496 -0.232 -0.580 0.475
H -9.0508 0.8920 -4.8087 0.365 -0.005 -0.068 0.445
H -7.7497 -0.1322 -5.5423 -0.684 0.302 0.922 0.263
H -7.1863 2.2967 -3.8282 0.134 0.068 -0.363 0.156
H -7.1121 2.2051 -5.6235 0.242 -0.138 0.591 0.449
H -4.8046 1.9076 -4.5062 -0.361 -0.556 -0.129 -0.292
H -5.3214 0.3567 -5.3608 -0.082 0.915 0.636 0.338
H -5.6492 1.0123 -2.3475 -0.007 0.545 0.019 0.436
H -4.5170 -0.1103 -3.0915 -0.622 -0.202 0.155 -0.584
H -6.9706 -2.6537 -3.7372 -0.112 0.043 -0.077 0.326
H -5.2615 -2.2322 -3.5111 0.298 -0.159 0.143 0.113
H -6.1160 -1.5949 -4.8911 -0.147 0.183 -0.595 0.480
C 5.4512 2.1655 2.3917 1.026 -1.396 0.478 -0.986
C 5.6185 3.6222 1.9500 0.876 -0.558 -0.039 -0.476
C 4.4803 3.7989 0.9655 0.371 0.469 -0.502 -0.294
N 4.5080 5.0942 0.1509 1.915 -0.484 1.036 0.655
C 3.1607 5.2879 -0.3534 -1.938 0.551 0.678 0.345
C 2.9124 6.7492 -0.8194 -0.526 -1.127 -0.065 -0.914
C 3.2566 7.8003 0.2981 0.415 -0.730 -1.911 -0.809
C 4.7553 7.6284 0.5185 -0.470 -1.009 0.077 -0.778
C 5.0043 6.1969 1.0656 0.924 1.043 -0.458 -0.555
C 5.4829 4.9709 -0.9632 1.121 -0.551 0.424 -0.665
H 6.1016 1.8199 3.2524 -0.830 0.899 -0.562 0.426
H 5.8175 1.4833 1.5999 -0.537 0.361 0.018 0.369
H 4.3828 1.9428 2.6075 0.761 0.100 -0.017 0.075
H 6.6266 3.8379 1.5172 -0.711 -0.462 0.180 0.377
H 5.5421 4.2724 2.8280 -0.268 -0.013 -0.245 0.332
H 3.5856 3.8298 1.5554 -0.610 0.085 0.239 0.313
H 4.3576 2.9870 0.2299 0.402 0.236 0.221 -0.222
H 2.5171 5.0256 0.5286 0.182 0.582 -0.907 -0.182
H 2.9902 4.4920 -1.0982 0.091 0.509 -0.057 -0.072
H 1.8629 6.7740 -1.1525 0.232 0.153 0.317 0.536
H 3.4843 6.8626 -1.7724 -0.186 0.524 0.852 0.418
H 2.7059 7.7063 1.2223 -0.323 -0.480 0.201 0.283
H 2.9880 8.7592 -0.1160 0.191 0.522 -0.021 0.451
H 5.1822 8.3571 1.1946 0.122 0.047 0.258 0.442
H 5.2652 7.7181 -0.4449 0.072 0.170 0.153 0.321
H 4.5860 6.0142 2.0311 -0.791 0.221 0.556 0.385
H 6.0968 6.0812 1.2266 -0.694 -0.259 -0.390 0.415
H 5.3982 5.8218 -1.6059 -0.032 0.438 -0.336 0.564
H 5.3217 4.0544 -1.5266 -0.287 -0.048 0.054 -0.065
H 6.4894 4.9623 -0.4983 -0.545 -0.064 -0.489 0.396
C -0.8714 2.0109 7.7201 -0.447 -1.026 0.092 -1.322
C -1.5776 0.9263 6.8579 0.886 0.256 0.117 0.262
C -2.3982 1.6707 5.8395 0.896 0.949 -1.575 -0.238
N -3.4382 0.9616 4.9989 0.633 -1.561 0.715 0.527
C -2.7695 -0.2848 4.4836 0.362 -0.435 -0.781 -0.631
C -3.5293 -0.9885 3.3535 1.435 0.096 0.550 -0.989
C -3.8196 -0.0434 2.2388 -2.496 1.155 -0.781 0.801
C -4.5693 1.2548 2.7519 0.775 -1.377 -0.471 -0.571
C -3.7368 1.8415 3.8419 -0.662 2.005 0.748 -0.016
C -4.6401 0.6433 5.8454 0.205 -0.220 -0.920 -0.918
H -0.2373 1.5384 8.4918 -0.375 0.218 -0.290 0.384
H -1.6738 2.5931 8.2104 0.716 0.057 -0.169 0.436
H -0.2310 2.5859 7.0623 -0.052 0.477 0.105 0.196
H -2.1275 0.2791 7.4864 -1.009 -0.609 0.828 0.521
H -0.8388 0.2523 6.3869 -0.198 0.539 -0.108 -0.428
H -1.6444 2.1062 5.1278 -0.753 -0.484 0.373 -0.336
H -2.9477 2.5293 6.1782 -0.081 0.391 0.908 0.793
H -1.8242 0.1460 4.1504 0.172 -0.506 -0.388 -0.171
H -2.5594 -1.0226 5.2579 -0.163 0.506 0.401 0.781
H -2.9059 -1.8225 2.9896 -0.273 0.474 0.236 0.179
H -4.4020 -1.4697 3.7635 -0.696 0.020 0.037 0.443
H -2.9905 0.3082 1.6487 0.608 -0.326 0.213 -0.342
H -4.4761 -0.5862 1.5502 0.060 0.311 -0.142 -0.265
H -4.6435 2.0567 1.9976 -0.098 -0.605 0.081 0.283
H -5.5686 0.9955 3.1024 -0.095 0.089 -0.050 0.404
H -2.7915 2.2581 3.4668 -0.099 -0.464 0.060 -0.296
H -4.2835 2.6935 4.2893 0.290 -0.152 -0.147 0.501
H -4.8894 1.5092 6.4286 -0.255 0.400 0.138 0.325
H -4.3914 -0.1788 6.4914 0.228 -0.243 0.347 0.365
H -5.4672 0.3169 5.2133 0.102 0.235 0.040 0.376
C 2.7198 -3.5922 -4.2621 -0.744 -1.079 0.184 -1.434
C 2.5821 -4.3396 -5.6072 0.990 0.992 -0.927 -0.274
C 4.0297 -4.4892 -6.2041 -1.500 -0.359 2.154 -1.192
N 4.2328 -5.2203 -7.4735 -0.232 0.915 -1.212 0.098
C 3.9057 -6.7010 -7.3772 1.137 1.038 -0.033 -0.549
C 4.8285 -7.3288 -6.3456 -1.158 -0.555 -0.482 -0.564
C 6.2469 -7.1285 -6.7601 1.095 -0.562 -0.739 -0.686
C 6.6283 -5.6726 -7.0233 0.997 -0.536 0.866 -0.517
C 5.6558 -5.0299 -7.9307 -0.135 -0.933 -0.970 -0.590
C 3.3973 -4.5743 -8.5769 -0.342 -1.690 0.234 -0.975
H 1.6925 -3.5420 -3.8629 0.517 0.329 0.127 0.461
H 3.1623 -2.6063 -4.3391 -0.142 0.273 -0.316 0.414
H 3.3364 -4.1333 -3.5341 -0.135 -0.128 -0.141 0.327
H 1.9564 -3.6812 -6.2453 0.314 -0.565 0.104 0.284
H 2.0948 -5.3016 -5.5266 -0.210 -0.189 0.307 0.303
H 4.6015 -4.9314 -5.3742 0.095 -0.099 -0.731 0.371
H 4.3706 -3.4886 -6.2739 0.704 0.941 -0.664 0.478
H 2.8997 -6.7090 -7.0272 -0.921 -0.459 -0.278 0.432
H 4.0832 -7.0931 -8.4007 -0.479 0.035 0.684 0.461
H 4.5397 -6.9544 -5.3681 0.289 -0.029 0.243 0.324
H 4.5574 -8.3845 -6.3766 0.180 -0.138 0.277 0.402
H 6.9788 -7.5291 -6.0597 -0.215 -0.190 0.129 0.341
H 6.3813 -7.7282 -7.7075 0.031 0.638 0.756 0.296
H 6.7545 -5.1047 -6.0980 -0.071 -0.126 0.062 0.293
H 7.6274 -5.7183 -7.4755 -0.286 0.415 -0.109 0.407
H 5.7788 -3.9706 -8.0547 0.250 0.439 -0.234 0.423
H 5.7412 -5.5798 -8.8923 -0.267 0.691 0.264 0.414
H 2.3491 -4.8052 -8.3684 0.166 -0.078 -0.201 0.412
H 3.7284 -5.0300 -9.5337 -0.367 0.464 0.608 0.443
H 3.4999 -3.5119 -8.5638 0.434 0.648 0.005 0.388
C -3.0636 6.4897 -0.4171 0.043 -0.756 1.343 -1.330
C -3.6056 7.3223 -1.5433 0.165 1.531 0.218 -0.725
C -4.4231 6.4998 -2.5267 0.293 0.974 0.745 0.829
N -4.6543 7.1093 -3.8764 0.593 -0.123 0.618 0.385
C -5.4525 6.1140 -4.6548 -0.467 -0.079 -0.988 -0.260
C -6.9214 6.0100 -4.2317 0.170 0.636 -0.105 -0.507
C -7.5321 7.4292 -4.2343 -0.494 -0.753 0.650 -0.872
C -6.7278 8.3741 -3.4006 -0.094 0.887 0.350 -0.513
C -5.3110 8.4332 -3.8100 0.926 0.624 -0.959 -0.953
C -3.3115 7.1701 -4.5356 0.191 -0.528 -0.471 -0.578
H -2.4231 5.7224 -0.8661 0.073 -0.041 0.526 0.192
H -3.8269 6.0051 0.2419 0.204 0.123 -0.907 0.359
H -2.5212 7.1002 0.3364 0.082 -0.246 -0.819 0.438
H -2.7354 7.8066 -2.0096 -0.189 -0.361 -0.170 0.270
H -4.1147 8.1862 -1.0815 -0.470 -0.361 -0.457 0.360
H -5.3531 6.2317 -2.0833 -0.936 0.045 0.237 0.690
H -3.9333 5.5879 -2.7438 0.835 -1.106 -0.199 -0.956
H -4.8342 5.2049 -4.6038 -0.480 -0.066 -0.126 0.119
H -5.4617 6.5126 -5.6741 0.230 -0.203 -0.067 0.410
H -6.9916 5.5169 -3.2820 -0.172 -0.065 0.767 0.339
H -7.4866 5.3692 -4.9091 0.317 0.007 -0.256 0.434
H -8.5317 7.4828 -3.7894 -0.066 -0.494 -0.482 0.393
H -7.5777 7.7778 -5.2507 -0.149 0.202 -0.557 0.314
H -6.8065 8.0981 -2.3588 -0.101 0.020 0.470 0.289
H -7.0955 9.4047 -3.5143 -0.139 -0.312 0.236 0.394
H -4.7065 9.1307 -3.2623 0.363 -0.096 1.066 0.533
H -5.2231 8.9145 -4.7760 -0.199 -0.457 -0.807 0.501
H -2.9491 6.1056 -4.6259 -0.116 1.157 0.323 -0.128
H -2.6500 7.8538 -4.0147 0.055 -0.356 0.394 0.483
H -3.4291 7.6254 -5.5035 -0.308 -0.061 -0.582 0.479
C 6.0479 -2.7858 10.6228 1.509 -0.005 0.756 -1.593
C 5.0532 -2.1874 9.6634 -0.356 -1.275 -0.320 0.089
C 5.5524 -2.2091 8.2297 -0.250 0.821 0.013 -0.815
N 4.5160 -1.7366 7.1694 1.425 0.576 2.395 0.562
C 4.1342 -0.3131 7.5191 -0.660 -1.030 0.983 -1.158
C 3.1353 0.2020 6.5510 0.588 0.824 -0.346 -0.467
C 3.7563 0.1961 5.1453 -0.834 1.645 -0.507 1.168
C 4.2894 -1.1460 4.7278 2.114 -0.423 0.510 0.578
C 5.1874 -1.7112 5.8408 -1.175 -0.868 0.205 -1.265
C 3.4368 -2.7046 7.2167 -1.317 0.532 -1.789 -0.616
H 5.7315 -2.6440 11.6471 -0.226 0.374 0.228 0.397
H 7.0046 -2.2684 10.5201 0.053 0.145 0.149 0.389
H 6.3314 -3.8409 10.6358 -0.556 -0.142 -0.899 0.377
H 4.8233 -1.2116 10.0608 -0.222 0.360 -0.234 0.314
H 4.1826 -2.8261 9.6687 -0.662 0.119 0.326 0.249
H 5.8195 -3.2373 7.9843 0.174 0.185 -0.269 0.324
H 6.3918 -1.5287 8.1564 0.375 -0.066 -0.347 0.477
H 5.0385 0.2493 7.4810 0.805 0.457 -0.073 0.402
H 3.7948 -0.3126 8.5608 -0.111 -0.049 -0.351 0.391
H 2.9537 1.2487 6.7816 -0.197 0.110 0.200 0.588
H 2.1862 -0.3037 6.6701 -0.247 -0.288 -0.366 -0.008
H 4.5452 1.0307 5.0890 -1.005 -1.290 0.124 0.312
H 2.9171 0.5204 4.4983 0.756 -0.120 -0.151 -1.259
H 5.0909 -1.1020 3.9817 -0.646 0.470 -0.694 0.535
H 3.5458 -1.8225 4.3738 -0.608 -0.580 -0.099 -0.761
H 5.9838 -1.0255 5.9741 1.061 0.544 0.069 0.527
H 5.5924 -2.7234 5.7140 -0.197 0.259 -0.471 0.518
H 2.7786 -2.5538 6.3615 0.546 -0.478 -0.369 0.002
H 2.7143 -2.6001 7.9810 -0.029 0.334 1.588 0.370
H 3.9121 -3.6527 7.2244 -0.135 -1.062 -0.199 0.242
C -3.1551 2.1672 -0.7642 -0.062 -0.187 0.006 -0.684
C -1.7059 1.8883 -0.2234 -0.565 0.219 -0.851 1.523
C -0.8239 1.1120 -1.2376 -1.337 0.150 0.566 1.476
N 0.5904 0.8833 -0.8637 -0.532 -1.016 3.107 1.337
C 1.1984 -0.0493 -1.8754 1.029 0.489 0.101 -0.062
C 2.5924 -0.5823 -1.4932 -1.418 -0.407 1.401 -0.606
C 2.4083 -1.3848 -0.1870 0.408 0.157 -1.094 -0.796
C 2.0098 -0.4379 0.9126 -1.575 0.037 0.573 0.754
C 0.5859 0.1152 0.5557 1.349 -0.018 -1.360 0.445
C 1.2651 2.1905 -0.6735 0.273 -0.138 -0.621 0.406
H -3.5832 1.1800 -1.0675 0.129 0.805 0.017 -0.539
H -3.2311 2.9051 -1.5784 0.442 -0.632 -0.176 -0.060
H -3.8442 2.6147 -0.0081 0.746 -0.564 0.007 0.392
H -1.8695 1.2899 0.6639 0.532 0.104 0.267 -1.208
H -1.2056 2.8157 0.0132 -0.098 0.293 0.401 0.047
H -0.8558 1.5884 -2.2014 0.065 0.156 -0.197 -0.593
H -1.2706 0.1393 -1.3186 -0.156 -0.555 -0.365 -0.064
H 0.5287 -0.8959 -2.0734 -0.071 0.371 0.447 0.109
H 1.2252 0.5386 -2.7597 0.229 0.476 -1.038 -0.107
H 2.8647 -1.2506 -2.2858 0.466 -0.085 -0.529 0.009
H 3.3522 0.1691 -1.2967 -0.091 0.123 -0.549 0.183
H 1.5804 -2.0788 -0.3283 -0.047 -0.277 0.095 -0.175
H 3.2959 -1.9964 -0.0373 0.162 0.168 0.535 0.793
H 1.9612 -0.9775 1.8653 -0.488 -0.013 -0.084 -0.268
H 2.6580 0.3914 1.1565 0.564 0.306 -0.485 -0.370
H -0.1022 -0.6816 0.3489 -0.082 -0.425 0.194 -0.025
H 0.1635 0.7564 1.2994 0.030 0.632 0.263 -0.790
H 1.1908 2.7630 -1.5985 0.034 -0.018 0.057 -0.052
H 2.2894 2.0087 -0.4561 0.876 -0.161 -0.104 0.019
H 0.8737 2.7364 0.1734 -0.515 -0.181 -0.007 -0.252
O 3.3079 2.9276 -3.9190 0.288 -1.469 1.534 -0.530
C 3.8269 1.8203 -3.0131 -0.218 3.592 -2.605 0.650
O 4.0592 0.8382 -3.6713 0.208 -2.647 -0.367 -0.788
O 4.0339 2.2173 -1.9014 0.450 0.248 3.507 -0.580
H 3.4354 2.2730 -4.5976 -0.501 0.565 -2.004 0.303
C -1.9935 3.4521 -4.2780 0.632 0.997 0.767 -1.438
O -1.8991 2.0425 -3.8776 -0.848 -0.550 -0.072 0.723
O -3.1115 4.0331 -3.9037 -0.369 -0.436 -0.675 -1.030
C -0.8097 4.1341 -3.4954 -2.722 -0.621 -3.319 1.063
F 0.3056 3.6059 -3.9203 2.292 -0.234 0.279 -0.309
F -0.7390 5.4614 -3.6667 0.175 0.722 -0.090 -0.292
F -1.0250 3.9113 -2.2504 0.580 -0.108 3.381 -0.186
C -1.0102 1.2514 -4.6278 0.943 -0.129 -1.301 -0.228
C -1.3407 -0.2635 -4.7011 -0.016 1.624 1.131 -0.881
H -1.9933 -0.2682 -5.5629 -0.239 -1.124 -0.058 0.514
H -0.4390 -0.8963 -4.7712 -0.463 0.350 -0.303 0.047
H -1.8643 -0.5077 -3.7768 -0.182 -0.456 -0.192 -0.177
H 0.0075 1.4673 -4.3167 0.296 -0.343 0.210 0.042
H -1.0261 1.5523 -5.6894 0.026 0.441 0.239 0.608
H -1.6505 3.4311 -5.3298 -0.553 0.310 -0.378 0.388
C 0.0651 -2.4325 4.3515 -0.899 -1.692 -1.232 -0.072
F -0.5650 -2.5878 5.5385 0.083 0.381 -0.759 -0.314
F -0.8932 -2.1612 3.3666 1.420 -0.019 1.520 0.189
F 0.9148 -1.4383 4.4389 0.006 1.539 0.201 0.134
S 1.0889 -3.9089 3.8827 -3.033 0.628 0.075 0.477
O 1.8335 -3.9931 5.1079 1.398 -0.348 -0.028 -0.674
O 0.1091 -4.9641 3.6997 0.449 -0.159 -0.088 -0.576
O 1.6846 -3.4439 2.6471 0.851 -0.220 0.317 -0.069
C 0.3503 4.3749 2.9103 -0.306 0.896 0.589 -0.107
F 0.3111 4.3856 1.5803 -0.200 0.087 -0.624 -0.035
F 1.2156 5.3070 3.2992 0.603 0.393 -0.067 -0.230
F -0.8450 4.7729 3.3843 -0.137 -0.339 -0.337 -0.288
S 0.8241 2.7722 3.5649 -0.896 0.570 0.486 1.007
O 2.1469 2.5802 3.0470 0.630 -0.547 -0.579 -0.121
O 0.7359 3.0276 4.9744 0.152 -0.382 0.819 -0.726
O -0.2436 1.9443 3.0427 -0.093 -0.726 -0.215 -0.768
C -2.2240 -2.5355 -0.4014 0.477 -0.093 -1.662 0.092
F -0.9645 -2.1512 -0.7653 -0.336 0.088 -0.014 -0.213
F -2.0829 -3.2061 0.7135 -0.235 -0.574 0.700 -0.055
F -2.9450 -1.4259 -0.1351 0.266 -0.078 -0.077 0.305
S -2.9951 -3.4669 -1.8486 0.684 0.180 0.734 0.983
O -2.0384 -4.4929 -2.2286 -0.365 0.698 0.284 -0.595
O -4.1917 -3.9060 -1.1901 -0.943 -0.556 0.152 -0.759
O -3.2088 -2.3876 -2.7947 0.233 0.011 -0.234 -0.625